The following is a DFT calculation (the ωB97M-V functional and the def2-TZVPD basis) of a molecular structure, C27H23I2LuN5O2 at a distorted geometry.

## Properties
Molecular weight   878.289 g mol⁻¹
Relative energy (zero: lowest compared OMol25 entry of this formula, charge and spin)   105.27 kcal per mole
Total charge   +1
HOMO-LUMO gap   7.3 eV
F_max   3.254 eV/Å

Atoms and positions in Å:
1 Lu 0.5131 0.2046 -0.0931
2 I 6.6263 4.2957 -2.0003
3 I 3.0691 0.1023 -4.3560
4 O 1.6234 0.6156 -1.6008
5 O 1.3019 -1.2574 0.9795
6 N -1.3755 1.3560 -1.5597
7 N -1.7199 1.0777 0.4364
8 N 0.1047 -2.3229 -0.7259
9 N -0.8343 -1.3409 -0.4100
10 N 0.8926 2.1491 0.8525
11 C -1.8871 -1.0477 -1.0444
12 C 2.3915 2.3193 0.7818
13 C 1.2123 -2.1298 -0.0116
14 C 4.7565 -4.0448 -1.3672
15 C 4.1794 3.0902 -0.7238
16 C 2.7209 1.3921 -1.6514
17 C 2.4298 -2.8466 -0.4488
18 C -3.7800 0.6361 -0.9360
19 C -1.7066 1.8895 -2.8414
20 C 3.5406 -4.3306 -1.9795
21 C 3.5339 1.3854 -2.7904
22 C -2.3050 0.4298 -0.7954
23 C -2.5611 -1.8847 -2.0705
24 C 4.8066 -3.1686 -0.2900
25 C 2.3796 -3.7312 -1.5241
26 C -3.8783 1.0978 1.4634
27 C -1.3367 2.2933 -0.3982
28 C 3.6416 -2.5733 0.1725
29 C -2.5654 1.2323 1.5802
30 C -2.7003 3.8109 -1.7225
31 C 4.9676 3.0585 -1.8548
32 C 3.0609 2.2639 -0.5959
33 C -4.5070 0.8922 0.1436
34 C -2.2705 3.0860 -2.9376
35 C 0.0686 2.9359 -0.1068
36 C 4.6498 2.1981 -2.8973
37 C -2.3362 3.4069 -0.5131
38 H -4.2261 0.5126 -1.9169
39 H -2.4604 3.5117 -3.9145
40 H 3.5009 -5.0178 -2.8152
41 H 3.6663 -1.8991 1.0170
42 H -2.0679 1.4308 2.5206
43 H 5.6656 -4.5075 -1.7310
44 H 4.4363 3.7627 0.0869
45 H -3.5325 -2.2162 -1.6969
46 H -1.4376 1.2790 -3.6933
47 H 1.4307 -3.9353 -2.0001
48 H 0.6056 2.3821 1.7963
49 H -4.4991 1.1704 2.3466
50 H -2.6737 3.8959 0.3953
51 H -5.5832 0.9825 0.0643
52 H 2.6684 3.2670 1.2355
53 H -3.3598 4.6634 -1.8361
54 H 5.7516 -2.9532 0.1914
55 H 0.5960 2.9907 -1.0590
56 H -0.0730 3.9557 0.2410
57 H 2.8042 1.5324 1.4135
58 H 5.2610 2.1653 -3.7891
59 H -1.9501 -2.7533 -2.2999
60 H -2.7408 -1.3136 -2.9852

Here are the Mulliken charges for atoms 1 to 8, given in e: 1.581 0.111 0.019 -0.301 -0.841 0.275 0.175 -0.997